{"formula": "C40H27AuF15GeN4S3", "method": "ωB97M-V/def2-TZVPD", "symbols": ["Au", "C", "N", "C", "C", "N", "C", "S", "C", "C", "C", "C", "C", "N", "H", "H", "H", "H", "H", "H", "H", "H", "H", "C", "C", "C", "C", "C", "C", "C", "C", "N", "C", "C", "C", "C", "H", "H", "H", "H", "H", "H", "H", "H", "H", "H", "H", "H", "H", "H", "H", "H", "H", "H", "S", "C", "F", "C", "C", "C", "F", "C", "F", "C", "F", "C", "F", "Ge", "S", "C", "C", "F", "C", "F", "C", "F", "C", "F", "C", "F", "C", "C", "F", "C", "F", "C", "F", "C", "F", "C", "F"], "xyz": [[-1.04, 0.57, 0.94], [0.25, -4.67, 0.54], [-1.15, -4.29, 0.69], [-2.17, -5.14, 1.03], [-3.29, -4.41, 1.09], [-2.96, -3.09, 0.76], [-1.60, -3.02, 0.53], [-0.51, -1.81, 0.10], [-3.96, -2.08, 0.70], [-5.31, -2.46, 0.69], [-6.27, -1.47, 0.69], [-5.88, -0.14, 0.70], [-4.52, 0.13, 0.67], [-3.58, -0.82, 0.67], [0.32, -5.74, 0.69], [0.86, -4.15, 1.28], [0.61, -4.40, -0.45], [-2.01, -6.19, 1.22], [-4.28, -4.72, 1.36], [-5.62, -3.49, 0.66], [-7.32, -1.74, 0.69], [-6.59, 0.67, 0.71], [-4.16, 1.15, 0.66], [3.79, 2.56, 5.31], [3.09, 2.25, 4.01], [3.74, 2.44, 2.80], [3.06, 2.15, 1.62], [3.75, 2.28, 0.29], [1.75, 1.71, 1.67], [1.04, 1.49, 2.89], [1.78, 1.78, 4.05], [-0.24, 1.00, 2.84], [-1.18, 0.70, 3.93], [-0.70, 0.99, 5.36], [-2.46, 1.52, 3.72], [-1.53, -0.80, 3.87], [4.86, 2.73, 5.15], [3.68, 1.75, 6.02], [3.38, 3.46, 5.77], [4.76, 2.80, 2.77], [4.54, 3.03, 0.32], [3.06, 2.55, -0.50], [4.22, 1.33, 0.01], [1.26, 1.50, 0.72], [1.37, 1.64, 5.04], [-0.43, 2.04, 5.50], [0.13, 0.36, 5.66], [-1.54, 0.77, 6.03], [-2.24, 2.59, 3.77], [-3.20, 1.28, 4.49], [-2.91, 1.31, 2.75], [-0.62, -1.40, 3.97], [-2.01, -1.05, 2.92], [-2.23, -1.06, 4.68], [-1.54, 3.94, 0.98], [-1.59, 2.57, 0.21], [2.24, -1.89, -1.24], [3.10, -0.96, -1.67], [2.64, 0.14, -2.37], [3.60, 1.04, -2.80], [3.26, 2.13, -3.50], [4.95, 0.86, -2.55], [5.84, 1.75, -2.99], [5.37, -0.25, -1.85], [6.66, -0.43, -1.60], [4.44, -1.17, -1.40], [4.84, -2.26, -0.74], [0.70, 0.35, -2.66], [-1.82, 1.57, -1.05], [0.35, 1.95, -3.75], [-0.22, 1.95, -5.01], [-0.48, 0.81, -5.66], [-0.54, 3.13, -5.67], [-1.07, 3.10, -6.89], [-0.30, 4.34, -5.05], [-0.60, 5.48, -5.67], [0.26, 4.37, -3.78], [0.48, 5.54, -3.18], [0.56, 3.18, -3.16], [1.08, 3.23, -1.92], [0.07, -1.24, -3.65], [0.87, -1.78, -4.64], [2.01, -1.17, -4.99], [0.54, -2.94, -5.31], [1.33, -3.44, -6.26], [-0.65, -3.59, -4.99], [-0.99, -4.71, -5.62], [-1.48, -3.06, -4.02], [-2.63, -3.66, -3.73], [-1.12, -1.89, -3.38], [-2.00, -1.37, -2.51]], "total_energy_ha": -6664.5112, "homo_lumo_gap_ev": [5.948, 4.394], "multiplicity": 2, "charge": 0, "e_homo_ev": [-6.20, -6.20]}

{"formula": "C40H28F2IN3PPd", "method": "ωB97M-V/def2-TZVPD", "symbols": ["Pd", "I", "C", "C", "C", "C", "C", "C", "C", "C", "C", "P", "C", "C", "C", "C", "C", "C", "C", "C", "C", "C", "C", "C", "C", "H", "H", "H", "H", "H", "H", "H", "H", "H", "H", "H", "H", "H", "H", "H", "H", "F", "C", "C", "C", "C", "C", "F", "C", "C", "C", "C", "C", "C", "N", "H", "H", "H", "H", "H", "H", "N", "C", "N", "C", "C", "C", "C", "C", "C", "H", "H", "H", "H", "H", "H"], "xyz": [[-0.08, -0.03, 0.22], [-0.50, -1.54, 2.52], [-1.88, -2.94, 1.62], [-1.66, -4.21, 2.08], [-2.49, -5.27, 1.71], [-3.55, -5.02, 0.89], [-3.81, -3.72, 0.42], [-4.97, -3.53, -0.36], [-5.33, -2.29, -0.79], [-4.50, -1.21, -0.50], [-3.32, -1.34, 0.22], [-2.41, 0.26, 0.37], [-3.54, 1.09, 1.54], [-3.34, 0.99, 2.91], [-4.25, 1.54, 3.79], [-5.37, 2.19, 3.31], [-5.57, 2.30, 1.94], [-4.67, 1.75, 1.06], [-2.70, 1.13, -1.19], [-2.61, 2.52, -1.15], [-2.63, 3.26, -2.32], [-2.72, 2.61, -3.54], [-2.79, 1.23, -3.59], [-2.77, 0.49, -2.42], [-2.96, -2.61, 0.76], [-0.84, -4.41, 2.75], [-2.30, -6.25, 2.11], [-4.22, -5.82, 0.61], [-5.59, -4.39, -0.58], [-6.24, -2.13, -1.35], [-4.79, -0.23, -0.85], [-2.46, 0.49, 3.30], [-4.09, 1.46, 4.85], [-6.09, 2.61, 4.00], [-6.44, 2.82, 1.56], [-4.84, 1.86, 0.00], [-2.52, 3.02, -0.20], [-2.57, 4.34, -2.28], [-2.71, 3.18, -4.46], [-2.86, 0.72, -4.55], [-2.82, -0.60, -2.47], [3.56, 2.89, 3.07], [3.36, 1.96, 2.12], [2.08, 1.48, 1.89], [1.89, 0.55, 0.90], [2.96, 0.02, 0.16], [4.23, 0.56, 0.41], [5.30, 0.15, -0.30], [4.44, 1.52, 1.38], [2.65, -1.06, -0.78], [3.58, -1.77, -1.54], [3.14, -2.75, -2.41], [1.78, -3.03, -2.50], [0.92, -2.31, -1.68], [1.35, -1.37, -0.86], [1.26, 1.85, 2.50], [5.43, 1.91, 1.56], [4.64, -1.57, -1.46], [3.85, -3.31, -3.01], [1.40, -3.77, -3.18], [-0.15, -2.51, -1.69], [0.59, 2.08, -3.68], [0.29, 1.04, -2.87], [0.27, 1.38, -1.60], [0.58, 2.72, -1.56], [0.65, 3.61, -0.49], [0.96, 4.92, -0.77], [1.19, 5.36, -2.08], [1.10, 4.50, -3.16], [0.79, 3.18, -2.87], [0.62, 2.07, -4.68], [0.09, 0.06, -3.24], [0.45, 3.26, 0.52], [1.02, 5.65, 0.03], [1.43, 6.40, -2.26], [1.25, 4.83, -4.17]], "total_energy_ha": -2671.8213, "homo_lumo_gap_ev": [6.505, 6.951], "charge": 1, "e_homo_ev": [-10.05, -10.26]}

What did we get for energy above the lowest of the compared OMol25 structures with the same formula, charge and spin? Answer: 23.41 32.88 kcal/mol, in the order shown.